Record 1
DFT (wB97M-V/def2-TZVPD) results for a single C7H7NO2 molecule.

```
! RIJCOSX wB97M-V def2-TZVPD def2/J DEFGRID3
* xyz 0 1
O 0.281 -0.943 -2.396
O 2.337 0.117 -0.817
N 1.699 2.243 1.279
C -0.395 1.001 1.463
C 1.402 -0.489 -0.394
C -1.770 -0.709 0.638
C -1.504 0.264 1.603
C 0.701 1.563 1.173
C 0.025 -0.329 -1.140
C -1.167 -0.990 -0.539
H -1.588 -1.747 -1.157
H 2.300 2.275 0.513
H -0.111 0.781 -1.145
H 1.494 -1.380 0.272
H 1.038 -0.511 -2.712
H -2.513 -1.527 0.886
H -2.228 0.381 2.473
*
```

HOMO (alpha / beta)   -8.8904 / -8.8896 eV
SMILES   N=C=C=C/C=C\[C@H](O)C=O

=====

Record 2
DFT (wB97M-V/def2-TZVPD) results for a single C3H7N3Si molecule.

```
! RIJCOSX wB97M-V def2-TZVPD def2/J DEFGRID3
* xyz 0 1
Si -1.324 0.741 -0.579
N 1.136 -0.560 -0.977
N 1.337 0.770 0.751
N 0.516 0.365 -0.201
C 2.384 -0.675 -0.509
C 2.468 0.136 0.624
C -2.347 -0.632 0.314
H -1.476 1.832 0.396
H -1.652 1.357 -1.968
H -2.346 -0.374 1.341
H 3.149 0.408 1.409
H -1.758 -1.568 0.241
H -3.318 -0.568 -0.053
H 3.231 -1.233 -0.792
*
```

HOMO   -9.8565 eV
SMILES   C[SiH2]n1nccn1

=====

Record 3
DFT (wB97M-V/def2-TZVPD) results for a molecular structure, C29H34Br2N2O2PReSi.

```
! RIJCOSX wB97M-V def2-TZVPD def2/J DEFGRID3
* xyz 3 2
Re -0.326 0.040 -1.204
Br -2.442 -3.173 -6.554
Br 4.899 -0.373 -5.272
P -0.196 3.345 -0.757
Si -0.131 -1.219 1.711
O -0.006 -1.257 -0.039
O -0.429 1.951 -1.508
N 1.350 -0.072 -2.350
N -1.071 -0.892 -2.804
C -0.577 -1.811 -4.948
C 1.297 -0.125 2.154
C 1.266 3.215 0.245
C -3.680 0.782 0.799
C 0.023 4.561 -2.028
C -4.210 1.097 2.040
C 1.199 0.852 3.152
C 3.484 -0.258 -4.097
C -1.730 -0.252 1.887
C -0.224 -2.911 3.876
C -2.351 -1.330 -2.911
C -2.795 -2.015 -4.009
C -2.463 0.113 0.753
C 2.530 -0.284 1.502
C 1.150 -3.667 1.918
C -1.901 -2.263 -5.055
C 3.651 0.304 -2.831
C -1.603 3.739 0.245
C -1.358 -3.704 1.772
C 1.185 -0.641 -3.573
C -2.295 0.095 3.121
C -0.145 -2.955 2.343
C 2.224 -0.739 -4.466
C 3.621 0.509 1.832
C 3.500 1.472 2.827
C 2.291 1.638 3.492
C -0.186 -1.138 -3.822
C 2.566 0.383 -1.991
C -3.512 0.759 3.194
H 1.235 2.337 0.898
H -3.929 1.004 4.162
H -1.376 -4.733 2.140
H -2.302 -3.241 2.070
H 0.265 1.000 3.683
H 2.653 -1.065 0.757
H 4.575 0.355 1.343
H -3.820 -2.356 -4.057
H 0.596 -2.339 4.317
H 2.033 -3.194 2.352
H 0.305 5.512 -1.570
H -2.149 -0.215 -0.255
H 4.615 0.671 -2.508
H 2.157 3.176 -0.383
H -4.224 1.023 -0.106
H 1.139 -4.702 2.269
H 1.332 4.101 0.881
H -1.323 -3.759 0.680
H 0.120 -2.005 -5.750
H -5.171 1.589 2.110
H 1.264 -3.700 0.831
H -2.492 3.842 -0.379
H -0.156 -3.926 4.275
H 2.206 2.372 4.283
H -1.175 -2.502 4.227
H -1.764 2.958 0.990
H -1.417 4.688 0.754
H 0.811 4.244 -2.711
H -0.905 4.697 -2.585
H -1.793 -0.168 4.044
H 2.650 0.792 -0.991
H -3.005 -1.119 -2.076
H 2.085 -1.184 -5.441
H 4.356 2.073 3.105
*
```

HOMO (alpha / beta)   -16.8899 / -16.8926 eV

=====

Computed values of DFT total energy (unit: eV) for the preceding records, in sequence: -12953.04937 -15570.96393 -197059.78572.
Computed values of relative energy (zero: lowest compared OMol25 entry of this formula, charge and spin) (unit: kJ/mol) for the preceding records, in sequence: 438.8 147.7 19.9.